1.
111
Properties=species:S:1:pos:R:3 method="wB97M-V/def2-TZVPD" charge=-1 spin_multiplicity=4 orbital_gap_ev="5.4 / 6.9" s2=3.765
C 2.05964 3.68683 -3.63265
C 0.87534 3.25782 -3.01875
H 1.13197 -3.18077 3.05408
C 4.95823 -0.99906 -1.66038
C 2.72601 -2.84174 0.94113
C 2.83663 3.23864 2.14510
H 1.04589 5.49768 1.60831
C -1.59842 2.23896 2.06968
H -4.22622 -1.75620 5.82562
H 0.20428 4.41782 2.71855
C -3.43730 2.89559 0.65280
C -3.21936 -2.09350 5.61375
H 1.21427 -0.12504 -2.44139
H -1.32208 -0.49236 -5.72484
C -3.40914 -0.99416 -5.94297
N 1.35502 -0.19053 -1.42259
H -1.04302 -4.79023 1.71535
H 4.72049 3.78562 -4.07725
H -3.05668 -1.13190 0.82210
H -3.63358 -0.16987 -2.17482
O -0.06820 0.18760 -3.81289
H 4.40009 1.44737 -1.04541
C -3.67479 3.07375 3.01907
C -2.74258 -4.95615 0.40780
C 4.54541 3.09727 -3.25248
C 1.04433 -1.51622 -0.95143
H -2.81991 -2.68834 7.64065
N 2.72843 1.93389 0.37494
C -3.89932 -2.90411 -0.06671
H -3.30970 -1.54468 3.54767
H -0.53204 -3.47539 7.13032
H 4.97407 2.12686 -3.50454
H 2.83385 -4.42094 -1.72381
C -0.52861 3.69159 -3.26281
H 5.01502 -0.27235 -2.47104
H 5.56569 1.87524 1.03920
C -1.68256 2.57864 4.45457
C 0.17816 1.58199 3.34458
C 3.42603 -2.63583 -0.37230
C -1.84590 -4.26874 1.20998
H 0.11808 2.00651 5.45456
H 5.09454 1.72963 2.74198
H 3.11670 -2.16296 -3.50385
V 0.17295 1.48340 -0.69043
C 4.77791 1.54103 1.71758
N 2.75587 -0.11645 -1.09108
N 1.18175 2.35649 -2.09442
H -2.64634 -6.02849 0.28601
O -1.33491 2.46353 -0.30004
N 1.58407 2.64001 0.40171
H 5.06014 3.47193 -2.36661
H 3.28477 -3.34650 1.72020
C 1.64050 3.46168 1.44249
C -2.43464 -2.62323 6.63106
H -5.51332 -1.43957 -5.82305
C -3.58412 -0.41411 -3.22596
C 0.48445 -3.21263 -2.81204
H 1.15134 1.10248 3.36093
C -1.11514 0.12666 -3.13842
O -1.25247 0.34971 -1.89955
C 1.41779 -2.57188 1.12397
H -0.94532 4.13992 -2.35992
C -1.96149 -2.89044 1.36447
H -0.22112 -3.79781 -2.22010
C 3.49383 2.24743 1.43615
H -5.25776 3.46214 1.63626
C -2.70669 -1.98375 4.33531
H 3.16024 3.72401 3.05091
C -2.35023 2.64259 3.21769
P -0.78819 -1.89619 2.37713
N -0.39367 1.67399 2.16217
C 3.50290 -1.32153 -1.36023
H -1.15152 2.83316 -3.51650
H 0.97222 -3.86834 -3.53348
Br -6.36301 -1.02348 -3.04010
H -0.56682 4.41405 -4.07625
C -0.41152 2.06294 4.51310
H -2.17308 2.93517 5.35013
C -0.64065 -2.94874 5.05907
H -3.34333 -1.21155 -7.00154
N 0.61361 -2.92254 2.22992
H -0.20419 4.40797 0.98581
C -2.36681 -0.30381 -3.88431
C 0.60563 4.50332 1.70684
C -1.15123 -3.05635 6.34591
I -4.16777 3.16158 -1.30268
C 1.51263 -2.57505 -1.90925
H 2.16286 4.40904 -4.42450
C -4.22867 3.15666 1.76200
C -2.09004 2.50193 0.73514
N 2.52045 2.18720 -2.07820
H -0.07065 -2.44715 -3.35513
N 0.80171 -1.65400 0.28839
C -3.76872 -4.27433 -0.23282
B 3.21912 1.30592 -0.97440
C 2.73689 -3.36294 -1.51784
H -4.46576 -4.80956 -0.86502
H 5.44258 -0.57360 -0.78224
C -4.62785 -1.12074 -5.29075
H 4.45543 -2.97665 -0.24734
H 5.48851 -1.90282 -1.96071
H 0.36940 -3.29205 4.86929
C -4.69175 -0.82861 -3.93865
H -4.71620 -2.38520 -0.55126
C -2.98968 -2.21046 0.71740
C 2.86868 -2.19322 -2.45172
C -2.28375 -0.59366 -5.24172
C 3.07784 2.99201 -3.00452
C -1.41303 -2.41535 4.02981
I -4.88775 3.62805 4.66739
H 4.64434 0.46859 1.56963


2.
135
Properties=species:S:1:pos:R:3 method="wB97M-V/def2-TZVPD" charge=0 orbital_gap_ev=7.3
H -1.03725 -5.26890 -3.81952
H -4.83161 -0.74291 3.50170
C 1.64719 0.12268 2.93070
H 3.18213 4.68972 -2.54786
C 2.17848 -5.47868 -1.11440
C -4.24571 0.15101 3.72330
C 2.03291 -5.23158 0.23832
H 0.61598 2.15015 -1.48332
C -3.19694 0.41022 2.64053
H -4.93915 0.99116 3.81334
C -1.37009 4.74025 -2.93612
H 7.90867 2.34851 -0.01151
H -0.02566 -5.49350 3.86195
C 0.97571 -4.47155 0.72507
C 3.94023 4.18432 -1.96259
H -4.14036 3.99520 -0.94494
H 2.84398 0.84268 6.07093
C 0.11630 -2.75919 -3.64461
C 3.55140 3.29204 -0.97677
H 6.88214 2.39656 1.41302
C -0.69743 4.71669 1.27858
H 2.50446 3.11417 -0.79274
H -2.53017 -0.43587 2.61716
H 0.85389 -6.46222 2.67099
H -1.33364 -2.79322 -2.06091
H -2.81630 4.85681 0.81080
H -3.76173 0.01256 4.69321
H 2.78774 -4.77285 2.97120
H -0.62937 4.17839 -2.36845
H 4.32623 -0.11982 -4.77319
C 2.09425 0.84351 -2.40369
C -3.28039 -2.86889 0.46995
H -1.62344 4.15846 -3.82584
H -5.55041 -0.76249 -3.57743
H -2.79245 -1.59081 -3.81820
H -0.85252 -2.09612 2.71798
H -2.98186 2.55883 2.89805
C -3.59634 -0.45392 0.26840
C 1.82806 0.12471 4.32809
H -0.16597 -0.34007 -2.53081
H -5.15749 -2.47452 -3.56657
C 0.78567 -4.33719 2.21507
H 1.83302 -3.69261 3.98863
C 0.07013 -1.49307 4.52019
N 2.53327 1.01675 2.25750
H -4.88814 2.27710 1.80779
H -1.53790 1.74984 2.25649
C 1.03090 -0.68877 5.11157
C 0.17409 -5.61498 2.79479
H 4.83174 1.56039 1.52629
H -0.29306 5.09952 0.33618
H -1.99192 -0.90124 -2.39803
H -6.19939 -1.80275 -2.30549
C 3.97215 -0.28315 -1.40840
C -4.07299 -1.35500 -2.07920
C -2.91486 -0.90913 -2.97131
H 2.13336 1.00911 -4.53216
H 0.80817 -2.05150 -3.18296
H 7.28726 3.95002 -1.60600
H 5.59166 5.12593 -2.96222
C 5.28385 4.42974 -2.19368
C 6.90852 2.12215 0.35307
H 1.16730 -0.69049 6.18640
C 2.87103 0.98796 4.99298
H 3.07862 1.59716 2.87142
C -2.06667 4.09827 1.04172
C -0.69896 -3.50768 -2.58786
H 1.24520 4.12264 2.05381
C -2.31173 -3.79098 0.34485
C -4.28174 -0.35268 -0.95802
C 0.24710 3.70725 1.91082
C 2.06488 -3.95264 2.95421
H -5.68715 0.79248 -2.09790
C -5.37115 1.66065 -0.17701
H -4.34471 -3.01937 0.55899
C -3.83007 0.49536 1.27570
H 0.07267 -3.53749 2.36275
H -2.20105 -5.07331 -2.50508
H -1.95651 1.59048 3.96683
H -2.30674 -4.04584 -3.94087
C 5.87072 2.85853 -0.44605
H -2.38720 3.60452 1.96205
H -3.79233 -2.30911 -1.63346
H -0.76592 -5.86218 2.29861
H 3.88479 0.74281 4.65993
S -2.15002 2.85483 -0.28851
N -2.72358 -1.58538 0.45872
C -2.60470 5.00438 -2.08740
C -5.15694 0.70825 -1.15755
H 0.33148 2.80484 1.29916
O -0.18382 0.34051 -1.84758
H -3.08755 0.09908 -3.35637
C -0.09249 -1.46493 3.15167
H -0.55688 -2.13487 5.12750
C 6.23340 3.76956 -1.42928
C -2.36979 1.65457 2.95801
H 2.70751 2.05632 4.81317
H 6.76279 1.04061 0.28851
C -5.32192 -1.60768 -2.92404
C 0.22296 -4.13486 -1.56247
C 1.26854 -4.94007 -2.00422
C 0.71435 1.39260 -2.25733
H -0.12949 3.38810 2.88689
Pt 0.31402 -0.39122 0.35909
N -1.07018 -3.15443 0.26374
B -1.26474 -1.70494 0.37903
C -3.20633 3.75173 -1.45587
C 3.88847 0.01857 -3.79363
H -3.37987 5.46989 -2.70426
H 4.46154 -0.67983 -0.52830
H -0.53547 -2.23040 -4.34550
H 2.53687 -3.08448 2.49095
H -0.90958 5.67215 -3.26742
H -2.36936 5.72936 -1.30274
H 0.73828 -3.44269 -4.22458
C 4.52819 -0.47013 -2.66318
C 0.06798 -3.90688 -0.18595
C -1.61505 -4.53550 -3.25127
H -3.45357 3.01335 -2.22351
H 2.99575 -6.09213 -1.47275
H 0.35516 1.80992 -3.20015
N 2.19396 0.63927 0.00524
C -4.71223 1.54412 1.02877
C 4.50939 2.62608 -0.22076
C 2.92587 1.09089 0.96871
H -0.80917 5.57513 1.94884
H -6.05765 2.47983 -0.35353
N 4.16318 1.69691 0.78692
C 0.66120 -0.65702 2.28617
H 1.38372 -5.12715 -3.06529
C 2.77203 0.40802 -1.26602
H 2.73787 -5.66562 0.93784
H 5.46164 -1.01043 -2.75735
H -2.40155 -4.86505 0.30669
C 2.66643 0.65786 -3.65559


3.
37
Properties=species:S:1:pos:R:3 method="wB97M-V/def2-TZVPD" charge=0 orbital_gap_ev=8.7
S 4.72261 -1.62003 1.64488
O 0.98527 0.81904 -2.46450
O 1.98616 -1.08772 -1.83268
C -5.51986 0.41574 1.03882
H 2.66501 1.59666 -0.58618
H -3.33052 2.85550 1.85923
H -6.56389 0.15855 1.11895
Br -5.27502 -2.07586 -0.31401
C 1.62353 0.03108 -1.59931
H 2.82445 -3.10360 1.50028
C -4.63023 -0.43818 0.41078
C -2.80942 1.05463 0.81382
C 0.54930 0.18791 -3.66286
H 0.10489 0.96904 -4.27390
H -2.60983 -0.82332 -0.20269
C 3.99170 -0.52365 0.38787
C -0.43492 0.76151 0.11998
H 4.64283 0.35026 0.35335
C -5.03508 1.60349 1.55899
H 4.02700 -1.04430 -0.56752
N 0.74613 1.44610 0.16438
H 3.98384 -3.35981 0.16771
H -5.71068 2.28452 2.05343
C 2.56679 -0.12676 0.73925
H 1.93876 -1.01672 0.80212
H 2.56028 0.37447 1.71062
H -0.18653 -0.58144 -3.42300
C 1.95520 0.80615 -0.31455
H -1.26227 2.33052 1.14073
C -3.28530 -0.14354 0.28931
C 3.87425 -3.16875 1.23094
H 0.85389 2.25142 0.75914
H 4.35562 -3.95244 1.80633
N -1.46914 1.42831 0.73660
H 1.39422 -0.27411 -4.17714
O -0.53299 -0.30905 -0.43906
C -3.69605 1.92437 1.44990


4.
122
Properties=species:S:1:pos:R:3 method="wB97M-V/def2-TZVPD" charge=0 orbital_gap_ev=7.3
H -3.07928 -4.72239 -1.16306
H 4.32970 3.05490 2.47044
H -10.39800 -1.19667 4.13691
C 4.07226 -0.62369 -0.38502
H -14.33408 -5.07875 6.54400
H 6.76246 -1.22631 -5.34173
H 1.86137 3.80363 3.03652
N -11.45119 -3.61686 6.17585
H 4.79423 0.14104 -0.07984
C 2.96148 -0.64856 0.66954
H 5.46012 2.73745 -8.10638
C -0.93215 4.39335 1.39690
H -2.54973 -2.93416 -5.14327
H -3.01132 -0.23602 0.94001
H 2.88281 -0.77488 2.85770
N -2.55113 -3.90675 -0.89020
O -4.28362 -2.81100 0.18407
H -10.75824 -4.22089 4.25540
C 7.45070 -1.80141 1.91103
C 3.60622 -0.84479 2.04376
H -0.33926 6.11106 0.32536
C 6.39050 3.27543 -8.04561
C 1.11912 5.26625 1.59858
C -1.36581 -3.54857 -1.54538
H -6.84160 -2.30426 2.22352
H 6.87702 3.97643 -10.05341
C -0.24204 3.61537 2.28961
N 7.26148 2.10402 3.51115
C 7.30220 0.72779 -4.54295
N 7.98154 -1.48674 3.13178
H 8.35096 0.87762 -4.73477
C -7.12554 -0.98377 3.84792
H 3.70305 -0.39072 -1.37991
C -9.35479 -1.27153 3.87615
C -13.37922 -4.70169 6.21810
C 5.51886 3.16185 4.36840
H 8.28426 -4.72423 3.17272
H -6.53704 -1.23944 -5.04189
C -3.15209 -2.83564 -0.23374
H -6.09587 -0.70910 4.00043
H -4.70732 3.67386 -1.29716
C -12.72848 -4.97395 4.98329
C 6.32872 2.18615 2.51126
C -5.07347 2.72514 -0.94148
H 0.89470 1.86955 -0.59078
H -12.68514 -3.41894 7.90457
C -1.05501 -2.16245 -1.03354
H 4.02412 -1.85568 2.08746
H 6.90376 2.56651 -3.57185
H 6.52286 1.77710 1.53382
H 8.06411 -0.55895 3.49948
N 6.55510 1.68620 -3.90520
C 8.19725 4.12874 -7.04311
C 8.27859 4.45226 -8.37136
C -6.22895 1.15729 0.17902
N -7.48051 -1.85977 2.85888
H 4.43955 -0.15887 2.20309
S 1.33830 -1.82202 -2.33874
H 2.80630 1.51857 0.75276
H 2.27785 -1.48766 0.51212
H 7.07617 -1.03448 1.25404
C 8.09307 -3.68772 2.95131
O -0.79037 -4.22155 -2.35624
H 8.16860 1.68570 3.42423
C -8.83630 -2.04045 2.86807
C -4.64294 -2.30596 -5.59197
N 7.04576 3.41444 -6.85444
C -3.47041 -2.43315 -4.89675
H 4.28580 -0.58697 -4.42141
C 7.50693 -3.16112 1.76710
H -1.94001 4.31930 1.02413
H 4.60798 -1.57466 -0.41024
H -5.17106 -0.64541 -2.78232
C 8.37400 -2.63026 3.77361
H -3.86839 1.21246 -2.05491
C 2.15720 0.64768 0.64203
C -4.62778 1.49509 -1.34545
H -13.09058 -5.59859 4.18397
H -6.87923 0.57139 0.80764
H 1.46388 -3.08138 -1.90503
N -0.09701 5.39368 0.98342
H -6.65987 3.26175 0.55194
H -9.31474 -2.69484 2.15950
C -4.86824 -1.21446 -3.63980
H -0.62457 2.74555 2.79809
H 7.36170 2.73760 5.54785
C -11.54265 -4.28967 4.98960
C 5.23482 2.83649 3.01317
C -5.53016 -1.53089 -4.79452
H 1.82122 0.68683 -1.54363
H 8.85945 4.34465 -6.22179
C 0.07032 -0.08156 -0.55833
H 4.51127 1.86455 -3.30802
H -5.22498 -0.45034 -0.74652
C 1.26621 0.84384 -0.62125
H -1.05948 1.27013 0.67169
C 6.77524 2.69740 4.64620
C 5.17763 0.01393 -4.35443
N -5.33913 0.54480 -0.65858
C 5.25925 1.25404 -3.78486
H 1.91829 5.95965 1.40090
H -2.90636 -1.68862 -3.00260
C 0.04890 -1.33329 -1.21586
H -4.84328 -2.71954 -6.56604
H 9.07245 5.01323 -8.83535
H 8.81524 -2.59409 4.75473
H -8.31795 0.08714 5.32759
C 1.05930 4.17019 2.41706
C 6.47409 -0.32033 -4.83612
C -1.04429 0.29791 0.19079
C -2.14037 -0.53283 0.36950
H -10.68076 -3.03362 6.44726
C -6.09503 2.51033 0.02641
C -2.11998 -1.76144 -0.24660
C -8.26698 -0.59960 4.49927
H 4.87266 3.67719 5.05892
N -3.61498 -1.76662 -3.71027
C 7.12962 3.90984 -9.00852
H 6.73070 3.04596 -5.97477
H 7.16406 -3.71778 0.91104
C -12.56567 -3.86151 6.93057
H 1.44209 0.61111 1.46976


5.
65
Properties=species:S:1:pos:R:3 method="wB97M-V/def2-TZVPD" charge=0 orbital_gap_ev=7.6
Ca -0.24788 0.01332 -0.25912
N -2.05611 1.40031 0.47295
N 3.91488 -2.48375 -1.93656
C 3.55560 -1.30164 -1.40446
C -1.81067 2.48164 1.40531
H 1.53245 -5.38422 -0.98402
C 1.69056 2.39736 1.87792
H 1.53011 -1.49629 1.75843
C 0.64602 -1.20895 2.33214
C -0.49858 3.51885 -3.30341
C 1.11233 -4.72104 -0.23770
O -2.00631 -1.36821 -0.19023
C -5.16641 -0.44734 -2.71411
C -3.20171 1.30184 -0.08548
H 1.55751 1.10652 3.60798
H 4.36655 -3.15079 -1.33864
C -1.28343 0.99957 -4.12766
H -0.20754 -1.81047 2.00721
S 4.06436 -0.84461 0.12887
H -5.99266 -0.22476 -3.37492
C -1.77481 2.11857 -4.74891
H -2.35637 1.90555 3.40726
C -1.38100 3.40432 -4.34710
C -3.51302 -2.00546 -1.88577
Cl 0.52547 -3.26812 -1.06427
C 2.19181 2.43438 0.43309
C -1.44520 1.95204 2.80497
H 2.44767 0.33508 -1.75615
H 1.30316 3.70383 -1.51977
H -1.62780 -0.16212 2.54832
C -4.55290 -1.70904 -2.72978
C 1.53834 1.01271 2.51141
H -3.95645 2.07612 0.10615
H -1.58966 0.00686 -4.43297
H 2.43926 2.92423 2.47658
C -0.37788 1.08271 -3.03769
H 2.14406 -0.89527 -2.84688
H 2.41633 0.42911 2.22798
C -4.69657 0.49172 -1.83009
O 0.06532 0.00203 -2.47616
H -5.15853 1.47312 -1.78625
H -2.47797 2.00379 -5.56536
N 2.80539 -0.50396 -2.18811
H -3.05003 -2.98462 -1.88943
H -0.79463 2.66924 3.30949
H -1.76054 4.28240 -4.85072
H -2.67830 3.14790 1.48197
H -0.67930 0.32480 3.95382
C 0.89839 2.68309 -1.50714
C -0.86355 0.53998 2.88904
H 3.56773 -2.77838 -2.83315
H -4.91212 -2.46842 -3.41498
N 1.23471 1.90841 -0.54015
H 0.77756 2.98260 1.96467
H -0.98699 3.07753 1.00402
H 2.45198 3.46947 0.17880
Cl 2.35541 -4.37059 0.96807
H 0.26949 -5.17804 0.26616
H -0.17169 4.50204 -2.97975
C -0.00248 2.39573 -2.61241
C -2.98343 -1.05031 -0.97570
H 3.10306 1.83404 0.36384
N 0.35512 0.22051 2.12387
H 0.83731 -1.43338 3.39005
C -3.60803 0.23508 -0.97942